No. 1
Formula: C31H23AsGeNO11PtS
Source: OMol25
Level of theory: ωB97M-V with the def2-TZVPD basis set

Results
Total charge: 0
HOMO level (alpha / beta), eV: -8.8 / -8.8
Relative energy (zero: lowest compared OMol25 entry of this formula, charge and spin), kcal per mole: 8.3
Orbital gap (alpha / beta), eV: 8.29 / 5.96
2S+1: 2
Max |F|, eV/A: 1.30

Cartesian coordinates (Å):
Pt (0.03552, 0.86884, 1.02818)
As (2.11124, 2.79327, 2.49042)
Ge (0.64315, -0.07591, -3.23324)
S (2.37038, 2.06293, -0.80902)
O (-6.01005, -0.54162, 0.45433)
O (2.41023, -0.38609, -3.15898)
O (3.61793, 3.18487, 2.90595)
O (-0.69788, 0.30035, -1.95308)
O (-2.59465, 0.54281, 3.99642)
O (1.37124, 0.94081, -0.73342)
O (3.65783, 1.89425, -0.17082)
O (-0.74216, 0.93738, 2.82952)
O (-2.66529, 0.17336, -3.00810)
O (1.80033, 1.22808, 1.87590)
O (0.95570, 3.04645, 3.77247)
N (-1.96763, 0.40845, 0.50279)
C (0.80081, 4.13720, -5.34833)
C (3.19790, -1.39558, -2.67224)
C (-1.99476, 0.60073, 2.95199)
C (-0.41313, 3.60672, -4.93194)
C (3.62613, -3.66125, -2.00964)
C (-1.44664, -3.69912, -3.82811)
C (-1.57244, -3.74181, -5.21088)
C (-0.21986, -1.63203, -3.99806)
C (0.65882, 5.04085, 1.34501)
C (-2.64421, 0.15914, -0.64208)
C (1.40453, 3.90754, 1.05440)
C (1.93236, 2.16297, -4.56885)
C (5.38149, -2.03818, -1.90260)
C (0.11706, 5.81672, 0.32617)
C (-0.35132, -1.67967, -5.38237)
C (-2.68945, 0.32353, 1.64039)
C (-0.45481, 2.36299, -4.31811)
C (1.02902, 4.33282, -1.32416)
C (2.75029, -2.69722, -2.49042)
C (-1.02700, -2.73181, -5.98728)
C (-0.77739, -2.64678, -3.22451)
C (0.71874, 1.63190, -4.12902)
C (1.55934, 3.58105, -0.29043)
C (1.97240, 3.41470, -5.16877)
C (-1.98445, 0.19140, -2.00842)
C (-4.02747, 0.01213, 1.69718)
C (-3.98960, -0.14626, -0.66758)
C (4.51614, -1.06743, -2.37841)
C (-4.70568, -0.23022, 0.51573)
C (4.94148, -3.34123, -1.71253)
C (0.30194, 5.47069, -1.00250)
H (0.22180, 2.41531, 3.65484)
H (2.91870, 3.82209, -5.50025)
H (5.61624, -4.09642, -1.33299)
H (2.84387, 1.59622, -4.43758)
H (3.26860, -4.67352, -1.87002)
H (4.84978, -0.04693, -2.51623)
H (-2.09855, -4.56257, -5.68071)
H (-4.45826, -0.32274, -1.62390)
H (-1.32985, 4.16183, -5.08481)
H (-1.87378, -4.48532, -3.21894)
H (0.06579, -0.89242, -6.00090)
H (-1.40722, 1.95393, -4.00513)
H (0.83278, 5.11151, -5.81923)
H (-0.12109, 6.07602, -1.79285)
H (-0.45897, 6.69767, 0.57774)
H (0.49629, 5.30795, 2.38145)
H (1.73279, -2.96584, -2.73501)
H (1.17242, 4.03662, -2.35523)
H (-0.69350, -2.62301, -2.14260)
H (-1.12788, -2.75846, -7.06446)
H (6.40351, -1.76892, -1.66984)
H (-6.38940, -0.57383, 1.34051)
H (-4.49223, -0.02781, 2.67414)

No. 2
Formula: C31H23BiF12N4O6S
Source: OMol25
Level of theory: ωB97M-V with the def2-TZVPD basis set

Results
Total charge: 0
HOMO level, eV: -7.0
Relative energy (zero: lowest compared OMol25 entry of this formula, charge and spin), kcal per mole: 0.0
Orbital gap, eV: 6.60
2S+1: 1
Max |F|, eV/A: 0.57

Cartesian coordinates (Å):
Bi (-0.12737, -0.72553, -0.58988)
S (0.87753, 0.39611, -2.95369)
F (3.25204, -1.84436, 1.25530)
F (-4.18982, 2.73827, -1.69712)
F (-4.17156, -0.28495, 1.01822)
F (-4.26629, -1.12828, -0.96842)
F (3.77676, -1.19035, 3.25217)
F (0.06424, 0.80084, 3.58633)
F (-3.87524, 0.98227, -2.92274)
F (0.53528, -1.16837, 4.33715)
F (1.99379, 0.42404, 4.48243)
F (2.25707, -2.67205, 2.99476)
F (-2.21863, 2.30005, -2.45705)
F (-5.35569, 0.67285, -0.51537)
O (-1.93728, -2.27254, 0.69990)
O (3.04963, -4.47865, -2.07610)
O (-1.66740, -2.79886, 2.82329)
O (-2.03943, -0.03591, -1.28301)
O (0.60542, -1.19037, 1.61710)
O (1.36624, -3.06483, -2.48484)
N (-1.47537, -0.65375, -3.94957)
N (-0.02546, 1.18847, 0.32106)
N (0.31030, -3.59109, -0.02902)
N (0.05475, -0.31480, -5.43108)
C (-4.30704, 4.33992, 2.52693)
C (1.37434, -4.27424, -0.42527)
C (-3.32960, 1.74296, -1.94254)
C (3.85786, 2.46698, 1.40096)
C (3.07470, 3.17387, 0.49887)
C (1.90110, -3.86690, -1.76484)
C (1.81959, 2.71071, 0.16386)
C (-2.44365, 1.77006, 0.40185)
C (-0.21534, -0.21343, -4.11160)
C (-3.43993, 2.55051, 0.99517)
C (1.96936, -5.25876, 0.35548)
C (1.04360, -0.10072, 3.68125)
C (2.08819, 0.78994, 1.58897)
C (-1.05202, -0.82045, -6.09011)
C (-0.18379, -3.80097, 1.18051)
C (3.34759, 1.28780, 1.92714)
C (1.57874, -0.48979, 2.26866)
C (-2.92888, 0.85616, -0.71973)
C (1.39588, -5.54025, 1.58317)
C (5.22385, 2.93699, 1.82217)
C (-0.86316, 2.92362, 1.78096)
C (-4.19044, 0.02072, -0.28041)
C (-1.10007, 1.93821, 0.80227)
C (1.30215, 0.07302, -6.05160)
C (2.73655, -1.52723, 2.46391)
C (-2.00722, -1.02604, -5.16230)
C (1.28898, 1.54117, 0.71272)
C (-1.31870, -2.87397, 1.54887)
C (0.31076, -4.79741, 2.01460)
C (-3.18552, 3.52055, 1.94620)
C (-1.86267, 3.69515, 2.32847)
H (3.38329, -4.12454, -2.91008)
H (1.80950, -6.31126, 2.21886)
H (-4.46978, 2.40547, 0.69851)
H (-3.01259, -1.39433, -5.25142)
H (3.95675, 0.77527, 2.65495)
H (5.47198, 3.89641, 1.37106)
H (-3.92721, 5.23553, 3.01721)
H (-0.12809, -4.99242, 2.98393)
H (-1.99588, -0.54490, -3.06883)
H (-0.95642, -3.07840, 3.41293)
H (-1.06057, -0.96697, -7.15473)
H (1.56105, 1.08738, -5.75305)
H (2.84626, -5.77907, 0.00029)
H (-1.59935, 4.43790, 3.07284)
H (-5.00324, 4.64700, 1.74559)
H (5.26741, 3.03663, 2.90759)
H (3.44156, 4.09611, 0.06399)
H (5.98466, 2.21329, 1.52515)
H (0.14947, 3.06939, 2.12429)
H (2.10529, -0.59658, -5.74513)
H (-4.87159, 3.76018, 3.26063)
H (1.18156, 0.02591, -7.13044)
H (1.18720, 3.26556, -0.51856)

No. 3
Formula: C31H23Cl3P
Source: OMol25
Level of theory: ωB97M-V with the def2-TZVPD basis set

Results
Total charge: +1
HOMO level, eV: -10.8
Orbital gap, eV: 5.13
2S+1: 1
Max |F|, eV/A: 1.83

Cartesian coordinates (Å):
Cl (2.30774, 5.68798, 0.46273)
Cl (-3.70029, 0.31677, 5.96396)
Cl (4.87401, -3.26818, 3.30500)
P (-0.05967, -0.17663, 0.79680)
C (-0.56283, -0.46644, 3.62290)
C (-1.38236, -0.32946, 4.75101)
C (-1.05906, -2.94554, -1.67652)
C (0.68050, -4.24089, -2.74254)
C (-2.68813, 0.16250, 4.58995)
C (-1.04244, -0.10253, 2.35648)
C (-2.54841, 1.48735, -2.50640)
C (-0.77354, 2.23744, -4.55027)
C (1.06259, -3.12863, -3.50732)
C (0.92356, 3.75750, 1.73702)
C (0.40349, -1.90826, -3.34191)
C (2.45263, -3.10938, 2.11885)
C (0.54350, 1.55856, 0.77734)
C (-2.37730, 0.33383, 2.19802)
C (-0.61654, 1.00045, -3.93073)
C (-1.45403, 0.61351, -2.83727)
C (-0.63996, -1.77110, -2.38392)
C (3.56474, -2.40132, 2.61558)
C (-0.39473, -4.15204, -1.84386)
C (1.63932, 4.11458, 0.58166)
C (1.19793, 1.95309, -0.41045)
C (1.75865, 3.22609, -0.50444)
C (-2.70662, 2.70618, -3.14045)
C (-1.80674, 3.09843, -4.14462)
C (-3.20364, 0.47003, 3.31555)
C (0.37278, 2.47257, 1.82722)
C (-1.27369, -0.54237, -2.02383)
C (2.59051, -0.30101, 1.91776)
C (3.65825, -1.00498, 2.49208)
C (1.39974, -2.39897, 1.54221)
C (1.44730, -0.98726, 1.48533)
H (-1.91384, -2.85542, -1.00532)
H (2.42303, -4.19499, 2.16738)
H (-1.01794, -0.62427, 5.73158)
H (-2.75593, 0.55410, 1.19606)
H (0.73328, -1.07692, -3.95941)
H (1.25321, 1.25604, -1.25058)
H (2.26572, 3.53413, -1.41364)
H (0.44466, -0.86879, 3.74671)
H (-0.19116, 2.20005, 2.72208)
H (-0.72771, -5.01675, -1.27813)
H (4.55204, -0.47551, 2.81677)
H (-1.89660, -0.57656, -1.12329)
H (2.66612, 0.78351, 1.81156)
H (-1.90753, 4.08367, -4.61427)
H (-4.23593, 0.78983, 3.19907)
H (0.53467, -2.92453, 1.13044)
H (0.16859, 0.35135, -4.30831)
H (1.22790, -5.18380, -2.84380)
H (-0.08929, 2.52566, -5.35432)
H (-3.24368, 1.14333, -1.73825)
H (0.78257, 4.47202, 2.54327)
H (-3.53646, 3.34498, -2.85282)
H (1.87698, -3.20303, -4.23573)

Which of these has the highest max |F|? C31H23Cl3P